Formula: C5H4O2
Source: the Open Molecules 2025 dataset
Level of theory: ωB97M-V/def2-TZVPD

Element x y z (Å)
O (-1.427, -1.544, 1.847)
C (-0.888, -0.970, 0.964)
C (-0.201, -1.296, -0.238)
C (0.741, -0.427, -0.727)
C (0.807, 0.943, -0.417)
C (-0.198, 1.452, 0.358)
O (-0.881, 0.694, 1.172)
H (-0.433, -2.224, -0.758)
H (1.424, -0.795, -1.483)
H (1.504, 1.587, -0.931)
H (-0.565, 2.476, 0.199)

## Properties
Frontier orbital gap ... 8.87 eV
HOMO energy ... -8.8296 eV
Molecular weight ... 96.08 g/mol
E_LUMO ... 0.04 eV
SMILES ... O=c1cccco1
Energy relative to the best compared isomer or geometry (same formula, charge and spin) ... 20.7 kcal per mole

---

Formula: C5H4O2S
Source: the Open Molecules 2025 dataset
Level of theory: ωB97M-V/def2-TZVPD

Element x y z (Å)
C (1.325, -0.436, -0.127)
C (0.048, 1.475, -0.231)
C (-0.714, 0.352, -0.205)
C (-1.979, -0.529, -0.028)
C (-0.004, -0.821, -0.057)
H (3.411, 0.121, 1.139)
H (-0.300, 2.624, -0.098)
H (-2.342, -0.848, 0.993)
H (-2.650, -0.466, -0.800)
O (1.343, 1.029, -0.147)
O (-1.078, -1.652, -0.234)
S (2.940, -0.850, -0.205)

## Properties
Frontier orbital gap ... 8.17 eV
HOMO energy ... -8.2204 eV
Molecular weight ... 128.15 g/mol
E_LUMO ... -0.05 eV
Energy relative to the best compared isomer or geometry (same formula, charge and spin) ... 129.7 kcal per mole

---

Formula: C5H4O2Sc
Source: the Open Molecules 2025 dataset
Level of theory: ωB97M-V/def2-TZVPD

Element x y z (Å)
O (-2.391, 1.407, 0.810)
C (-1.503, 0.630, 0.700)
C (-0.978, -0.395, 1.501)
C (0.224, -0.996, 1.189)
C (0.975, -1.156, 0.045)
H (-1.525, -0.619, 2.420)
H (0.617, -1.919, -0.663)
H (2.069, -1.097, 0.081)
C (0.852, 0.749, -1.197)
O (-0.452, 1.038, -1.166)
Sc (0.713, 1.058, -3.319)
H (1.398, 1.300, -0.401)

## Properties
Frontier orbital gap (alpha / beta) ... 7.35 / 8.15 eV
2S+1 ... 2
HOMO energy (alpha / beta) ... -17.0253 / -17.9211 eV
Molecular weight ... 141.04 g/mol
E_LUMO (alpha / beta) ... -9.68 / -9.77 eV
Total charge ... +2

---

Q: Among the records above, which one has the highest molecular weight?
A: C5H4O2Sc